{"formula": "C52H38Co2NO5P2", "method": "the ωB97M-V functional and the def2-TZVPD basis", "e_tot_ha": -5883.47937, "homo_ev": -2.71, "e_above_lowest_kj_mol": 0.0, "total_charge": -1, "elements": ["C", "C", "C", "C", "P", "C", "C", "C", "C", "C", "C", "C", "C", "C", "C", "C", "C", "C", "C", "N", "C", "C", "H", "H", "H", "H", "H", "H", "H", "H", "H", "H", "H", "H", "H", "H", "H", "H", "O", "C", "Co", "C", "O", "C", "O", "C", "C", "C", "C", "C", "C", "C", "C", "C", "Co", "C", "O", "C", "O", "P", "C", "C", "C", "C", "C", "C", "C", "C", "C", "C", "C", "C", "C", "C", "C", "C", "C", "C", "H", "H", "H", "H", "H", "H", "H", "H", "H", "H", "H", "H", "H", "H", "H", "H", "H", "H", "H", "H", "H", "H"], "positions_angstrom": [[8.7990, 4.5576, 0.5555], [7.6782, 4.8463, 1.3399], [6.6033, 3.9567, 1.3891], [6.6404, 2.7720, 0.6328], [5.2165, 1.6630, 0.6680], [4.1008, 2.0771, -0.6899], [2.9302, 1.3149, -0.8506], [2.0316, 1.6191, -1.8773], [2.2978, 2.6854, -2.7437], [3.4622, 3.4441, -2.5840], [4.3667, 3.1437, -1.5615], [5.8530, 0.0054, 0.3377], [6.2548, -0.7881, 1.4234], [6.7762, -2.0636, 1.1933], [6.8880, -2.5584, -0.1094], [6.4686, -1.7752, -1.1876], [5.9419, -0.4990, -0.9708], [4.3215, 1.7506, 2.1660], [3.0074, 2.1841, 2.1813], [1.8961, 2.5592, 2.2963], [7.7869, 2.4598, -0.1170], [8.8528, 3.3611, -0.1646], [9.6320, 5.2607, 0.5114], [7.6377, 5.7700, 1.9162], [5.7310, 4.1660, 2.0111], [2.7229, 0.4774, -0.1803], [1.1253, 1.0208, -1.9957], [1.5951, 2.9237, -3.5447], [3.6705, 4.2747, -3.2601], [5.2771, 3.7340, -1.4398], [6.1471, -0.4049, 2.4395], [7.0936, -2.6742, 2.0378], [7.2960, -3.5555, -0.2832], [6.5475, -2.1563, -2.2048], [5.5883, 0.0999, -1.8127], [4.8240, 1.5297, 3.1120], [7.8416, 1.5141, -0.6584], [9.7285, 3.1235, -0.7673], [-3.7831, 3.9902, 0.1665], [-3.6773, 2.8403, 0.2560], [-3.5465, 1.1018, 0.3496], [-4.2681, 0.9612, 1.9639], [-4.9027, 0.9969, 2.9354], [-4.9388, 0.8603, -0.6988], [-5.8760, 0.8658, -1.3840], [-2.0374, 0.5326, -0.4444], [-1.8431, 1.1926, 0.7804], [-0.9299, 1.7158, 1.6356], [-1.3193, 2.1309, 2.9707], [-0.9664, 3.4066, 3.4640], [-1.5199, 3.8801, 4.6454], [-2.3129, 3.0339, 5.4378], [-2.5832, 1.7250, 5.0173], [-2.1085, 1.2882, 3.7859], [-2.3059, -1.0884, 0.4418], [-2.6802, -1.7688, 2.0101], [-2.8605, -2.3536, 3.0020], [-0.7948, -1.7380, -0.0811], [0.2273, -2.1745, -0.4269], [-3.5752, -2.1955, -0.8040], [-5.3225, -2.4250, -0.3091], [-6.1794, -3.2101, -1.0955], [-7.5201, -3.3620, -0.7223], [-7.9906, -2.7758, 0.4582], [-7.1235, -2.0478, 1.2752], [-5.7897, -1.8786, 0.8912], [-3.5827, -1.4975, -2.5038], [-4.7712, -1.1699, -3.1637], [-4.7283, -0.5414, -4.4115], [-3.5003, -0.2069, -4.9862], [-2.3073, -0.5365, -4.3381], [-2.3490, -1.1910, -3.1017], [-3.0415, -3.9343, -1.0864], [-2.6351, -4.4060, -2.3433], [-2.0532, -5.6745, -2.4622], [-1.9020, -6.4866, -1.3355], [-2.3598, -6.0438, -0.0896], [-2.9379, -4.7752, 0.0347], [-1.5910, 0.7312, -1.4069], [0.0904, 1.8914, 1.2863], [-0.2580, 3.9933, 2.8773], [-1.3148, 4.9017, 4.9662], [-2.7139, 3.3895, 6.3892], [-3.1553, 1.0362, 5.6469], [-2.2586, 0.2527, 3.4608], [-5.7954, -3.6808, -2.0032], [-8.1893, -3.9409, -1.3598], [-9.0354, -2.8976, 0.7494], [-7.4777, -1.6104, 2.2110], [-5.1072, -1.3152, 1.5349], [-5.7265, -1.4504, -2.7258], [-5.6650, -0.3204, -4.9275], [-3.4721, 0.3163, -5.9433], [-1.3416, -0.2918, -4.7857], [-1.4143, -1.4640, -2.6032], [-2.7795, -3.7887, -3.2300], [-1.7250, -6.0223, -3.4433], [-1.4276, -7.4653, -1.4285], [-2.2688, -6.6864, 0.7870], [-3.3091, -4.4379, 1.0061]]}

---

{"formula": "C52H39AuN4Si", "method": "the ωB97M-V functional and the def2-TZVPD basis", "e_tot_ha": -2649.11019, "homo_ev": [-5.13, -5.21], "elements": ["Au", "C", "C", "C", "C", "C", "C", "C", "C", "C", "C", "C", "C", "C", "C", "C", "C", "C", "C", "C", "N", "C", "C", "C", "C", "C", "C", "C", "C", "C", "C", "C", "C", "N", "C", "C", "C", "C", "C", "N", "C", "C", "C", "C", "C", "C", "C", "C", "N", "H", "H", "H", "H", "H", "H", "H", "H", "H", "H", "H", "H", "H", "H", "H", "H", "H", "H", "H", "H", "H", "H", "H", "H", "H", "H", "H", "H", "C", "Si", "C", "C", "C", "C", "C", "C", "C", "H", "H", "H", "H", "H", "H", "H", "H", "H", "H", "H"], "positions_angstrom": [[1.4232, -0.3206, -0.4955], [0.1768, 1.7441, 6.7736], [0.3000, 2.6371, 5.7182], [0.5450, 2.1688, 4.4352], [0.6635, 0.8018, 4.1852], [0.5477, -0.0860, 5.2543], [0.3073, 0.3814, 6.5384], [0.9326, 0.3352, 2.7959], [0.0391, -0.5640, 2.1754], [-1.0446, -1.2651, 2.7688], [-1.4963, -2.1896, 1.8611], [-0.7499, -2.0208, 0.6684], [-0.9660, -2.6887, -0.5614], [-1.7048, -3.9895, -0.5516], [-0.9783, -5.1763, -0.6496], [-1.6242, -6.4051, -0.6494], [-3.0080, -6.4632, -0.5495], [-3.7381, -5.2886, -0.4469], [-3.0905, -4.0594, -0.4462], [-0.5535, -2.1719, -1.7664], [0.1930, -1.0108, -1.9190], [0.3414, -0.7737, -3.2857], [1.2093, 0.1203, -3.8523], [1.1629, 0.2849, -5.3379], [0.2629, 1.1534, -5.9447], [0.2581, 1.3133, -7.3254], [1.1544, 0.6051, -8.1114], [2.0544, -0.2695, -7.5131], [2.0588, -0.4258, -6.1362], [2.3025, 0.7211, -3.1691], [3.3699, 1.4098, -3.7557], [4.3818, 1.4928, -2.8154], [3.9446, 0.8487, -1.6406], [2.6579, 0.4358, -1.8596], [4.6352, 0.6765, -0.3732], [3.8877, 0.7336, 0.8148], [4.3446, 1.1973, 2.0901], [3.2750, 1.2356, 2.9335], [2.1437, 0.7217, 2.2297], [2.5514, 0.4611, 0.9318], [6.0746, 0.3464, -0.2789], [7.0245, 0.6536, -1.2649], [8.3346, 0.2110, -1.1768], [8.7590, -0.5463, -0.0963], [7.8441, -0.8521, 0.9016], [6.5303, -0.4230, 0.8074], [-0.4680, -1.7380, -3.9858], [-0.9669, -2.6078, -3.0803], [0.1785, -1.0332, 0.8868], [-0.0141, 2.1088, 7.7748], [0.2080, 3.7016, 5.8950], [0.6461, 2.8639, 3.6103], [0.6760, -1.1475, 5.0782], [0.2337, -0.3189, 7.3612], [-1.4217, -1.0932, 3.7644], [-2.3034, -2.8946, 1.9872], [0.1018, -5.1262, -0.7275], [-1.0443, -7.3165, -0.7213], [-3.5128, -7.4207, -0.5551], [-4.8175, -5.3264, -0.3693], [-3.6591, -3.1427, -0.3569], [-0.4342, 1.7157, -5.3360], [-0.4467, 1.9942, -7.7863], [1.1562, 0.7355, -9.1861], [2.7565, -0.8254, -8.1215], [2.7607, -1.1021, -5.6618], [3.3775, 1.8080, -4.7581], [5.3114, 2.0141, -2.9436], [5.3546, 1.5106, 2.3015], [3.2682, 1.5375, 3.9688], [6.7539, 1.2550, -2.1123], [9.0327, 0.4598, -1.9670], [9.7793, -0.9025, -0.0370], [8.1457, -1.4494, 1.7533], [5.8294, -0.7239, 1.5749], [-0.5883, -1.7622, -5.0578], [-1.5771, -3.4789, -3.2636], [-0.9394, 2.1589, -0.1204], [-1.9035, 0.9178, -1.1195], [-2.2199, 1.4504, -2.8708], [-3.3647, 0.1552, -0.3129], [-3.7074, 0.4560, 1.0146], [-4.8228, -0.1134, 1.6099], [-5.6231, -0.9946, 0.8914], [-5.2976, -1.3038, -0.4245], [-4.1776, -0.7419, -1.0180], [-1.4597, 3.1220, -0.0559], [0.0300, 2.3381, -0.5920], [-0.7635, 1.7996, 0.8969], [-2.9337, 2.2818, -2.8926], [-2.6263, 0.6346, -3.4719], [-1.2904, 1.7829, -3.3354], [-3.0949, 1.1454, 1.5876], [-5.0764, 0.1389, 2.6330], [-6.4960, -1.4371, 1.3549], [-5.9148, -1.9960, -0.9859], [-3.9283, -1.0067, -2.0419]]}

---

{"formula": "C52H39F3GeIN3O2V", "method": "the ωB97M-V functional and the def2-TZVPD basis", "e_tot_ha": -5937.90558, "homo_ev": [0.04, -2.18], "s_squared": 4.05, "multiplicity": 4, "e_above_lowest_kj_mol": 0.0, "total_charge": -2, "elements": ["V", "C", "O", "C", "C", "C", "C", "C", "C", "N", "N", "C", "C", "O", "C", "C", "C", "C", "C", "C", "C", "C", "H", "H", "H", "H", "H", "H", "H", "H", "H", "H", "H", "H", "H", "I", "C", "C", "C", "C", "C", "C", "C", "C", "C", "C", "H", "H", "H", "H", "H", "H", "F", "C", "F", "F", "C", "C", "C", "N", "C", "C", "H", "H", "H", "H", "C", "Ge", "C", "C", "C", "C", "C", "C", "C", "C", "C", "C", "C", "C", "C", "C", "C", "C", "C", "C", "H", "H", "H", "H", "H", "H", "H", "H", "H", "H", "H", "H", "H", "H", "H", "H"], "positions_angstrom": [[0.0602, -0.1188, -0.9077], [-1.6493, -2.5694, 3.1956], [-1.6854, -1.7394, 2.0652], [-2.6835, -1.9744, 1.1724], [-3.5385, -3.0652, 1.2994], [-4.6256, -3.2238, 0.4448], [-4.8621, -2.2742, -0.5297], [-3.9983, -1.1960, -0.6661], [-2.8739, -1.0288, 0.1413], [-1.9793, 0.0458, -0.0544], [-2.7198, 1.1129, -0.3981], [-2.1546, 2.3291, -0.5150], [-0.7847, 2.6481, -0.4047], [0.1545, 1.7134, -0.4351], [-0.3777, 3.9914, -0.3113], [-1.2554, 5.0376, -0.4433], [-2.6251, 4.7696, -0.7002], [-3.5530, 5.8150, -0.9269], [-4.8683, 5.5563, -1.2009], [-5.3114, 4.2188, -1.2635], [-4.4348, 3.1887, -1.0420], [-3.0719, 3.4280, -0.7509], [-2.6133, -2.5767, 3.7182], [-1.3775, -3.6005, 2.9389], [-0.8844, -2.1658, 3.8495], [-3.3703, -3.7895, 2.0832], [-5.2790, -4.0814, 0.5578], [-5.7019, -2.3717, -1.2083], [-4.1667, -0.4580, -1.4380], [0.6838, 4.1747, -0.1898], [-0.9142, 6.0653, -0.3876], [-3.1907, 6.8379, -0.8883], [-5.5606, 6.3724, -1.3755], [-6.3492, 4.0045, -1.4931], [-4.7654, 2.1597, -1.0824], [-0.8887, 1.6176, -3.6923], [-2.3245, 0.1071, -3.7170], [-3.4548, 0.3600, -4.4428], [-4.3903, -0.6701, -4.6831], [-4.1205, -1.9318, -4.2512], [-2.9556, -2.2110, -3.4930], [-2.6966, -3.5380, -3.0697], [-1.6032, -3.7970, -2.3047], [-0.7771, -2.7397, -1.8596], [-0.9834, -1.4175, -2.2002], [-2.0579, -1.1716, -3.1257], [-3.6206, 1.3448, -4.8580], [-5.2939, -0.4543, -5.2409], [-4.8003, -2.7507, -4.4640], [-3.3895, -4.3231, -3.3525], [-1.3885, -4.8120, -1.9853], [0.0406, -3.0021, -1.1969], [5.4035, 1.2895, -5.3583], [5.2564, 0.0946, -4.6679], [5.3607, -0.8662, -5.6245], [6.4211, 0.0295, -3.9367], [4.0521, -0.0190, -3.8664], [3.8820, 0.7553, -2.6813], [2.7501, 0.6275, -1.9396], [1.6901, -0.1931, -2.2595], [1.8396, -0.8898, -3.4296], [2.9490, -0.8438, -4.2216], [4.6594, 1.4221, -2.3278], [2.6353, 1.2045, -1.0303], [1.0002, -1.5119, -3.7105], [2.9647, -1.4459, -5.1208], [1.0698, -0.9948, 0.4006], [1.9684, -0.3920, 1.9565], [1.0814, 0.9613, 3.0589], [1.0327, 2.2945, 2.6529], [0.3811, 3.2542, 3.4165], [-0.2343, 2.9005, 4.6082], [-0.1993, 1.5803, 5.0288], [0.4530, 0.6264, 4.2582], [3.7884, 0.2585, 1.5853], [4.4089, 1.2766, 2.3046], [5.7163, 1.6594, 2.0245], [6.4230, 1.0271, 1.0115], [5.8168, 0.0154, 0.2776], [4.5125, -0.3603, 0.5658], [2.3287, -1.9129, 3.1711], [2.7735, -1.7139, 4.4793], [3.0971, -2.7812, 5.3078], [2.9992, -4.0822, 4.8331], [2.5803, -4.3021, 3.5291], [2.2481, -3.2274, 2.7132], [1.3009, -2.0427, 0.1838], [1.4730, 2.5829, 1.7079], [0.3279, 4.2759, 3.0639], [-0.7567, 3.6479, 5.1940], [-0.6915, 1.2866, 5.9491], [0.4499, -0.4028, 4.5983], [3.8657, 1.7900, 3.0921], [6.1773, 2.4601, 2.5920], [7.4347, 1.3372, 0.7764], [6.3426, -0.4527, -0.5457], [4.0349, -1.1172, -0.0481], [2.8746, -0.7044, 4.8636], [3.4291, -2.5952, 6.3230], [3.2509, -4.9184, 5.4753], [2.5053, -5.3135, 3.1458], [1.9039, -3.4205, 1.7036]]}